Below is a molecular structure, C29H26AsBeF5N3OSTe at a distorted geometry, with properties calculated with ωB97M-V/def2-TZVPD.

Each line ends with the Löwdin charge.
Geometry (Å):
1 Be 0.35505 1.36352 -0.44285  -0.252
2 F -2.50935 3.10971 1.92871  -0.325
3 Te -1.50350 3.69757 0.51616  1.776
4 F -0.69605 4.39380 -0.94889  -0.327
5 F -2.67888 5.04972 0.43026  -0.299
6 F -2.57516 2.72875 -0.61052  -0.343
7 F -0.43101 4.70686 1.67500  -0.328
8 O -0.34267 2.29611 0.64170  -0.544
9 C -0.35838 -3.80611 -2.98646  -0.067
10 C -1.42083 -3.19175 -2.36017  -0.102
11 C -1.24123 -2.27449 -1.33836  -0.127
12 C 0.05144 -2.00725 -0.92686  -0.356
13 C 1.16277 -2.53102 -1.61291  -0.093
14 C 0.99610 -3.42033 -2.68107  -0.047
15 As 0.20748 -0.77954 0.58848  1.435
16 C -0.87353 -1.43826 1.97521  -0.350
17 C -2.22564 -1.23290 2.10326  -0.085
18 C -2.86751 -1.70321 3.24224  -0.071
19 C -2.19190 -2.48292 4.14873  -0.080
20 C -0.87238 -2.72968 3.96631  -0.020
21 C -0.15022 -2.14304 2.90499  -0.170
22 C 1.36304 -2.21012 2.69783  -0.141
23 C 2.27886 -3.03148 3.41063  -0.014
24 C 3.61561 -3.06699 3.02251  -0.060
25 C 4.00978 -2.29388 1.92004  -0.069
26 C 3.09459 -1.65105 1.09805  -0.124
27 C 1.77638 -1.62294 1.46860  -0.277
28 H -0.56991 -4.71175 -3.60018  0.120
29 H -2.38894 -3.51504 -2.64097  0.098
30 H -2.10341 -1.90531 -0.78969  0.103
31 H 2.18837 -2.58164 -1.25757  0.095
32 H 1.87541 -3.84713 -3.18424  0.112
33 H -2.76909 -0.59249 1.42209  0.107
34 H -3.92434 -1.55991 3.33272  0.106
35 H -2.80706 -2.82528 5.00127  0.129
36 H -0.32025 -3.32179 4.71942  0.123
37 H 1.96669 -3.54258 4.31727  0.108
38 H 4.34391 -3.59079 3.65154  0.116
39 H 5.07208 -2.17014 1.76640  0.107
40 H 3.43735 -1.12277 0.25530  0.082
41 N -0.51810 1.08901 -1.91357  0.211
42 C -1.12301 0.70846 -2.79841  -0.011
43 C -2.12527 0.17926 -3.69240  -0.215
44 C -1.75462 -0.54420 -4.81233  -0.024
45 C -2.68544 -1.32429 -5.48202  -0.051
46 C -3.97162 -1.33282 -4.96641  -0.056
47 C -4.39917 -0.50085 -3.92882  -0.046
48 C -3.45714 0.25425 -3.27295  -0.012
49 H -0.63311 -0.63666 -4.96596  0.151
50 H -2.54365 -2.00312 -6.30584  0.115
51 H -4.79689 -1.93518 -5.43728  0.134
52 H -5.38324 -0.45980 -3.61243  0.093
53 H -3.74838 0.91269 -2.45351  0.125
54 C 3.02011 2.16546 2.19864  0.000
55 N 2.63731 3.30451 1.38095  -0.124
56 C 2.53313 4.64770 1.86336  -0.096
57 C 2.15706 5.49144 0.59798  -0.099
58 N 2.06817 4.44904 -0.38852  0.020
59 C 2.29070 3.21853 0.09333  -0.742
60 S 2.31788 1.91506 -0.99863  0.812
61 H 2.17265 1.74143 2.65544  0.080
62 H 3.73609 2.56443 2.95025  0.117
63 H 3.48416 1.40553 1.59208  0.067
64 H 3.51460 5.01243 2.18840  0.133
65 H 1.72700 4.72691 2.63675  0.135
66 H 2.96248 6.16759 0.43829  0.117
67 H 1.20196 5.90178 0.74498  0.089
68 H 1.34267 4.43894 -1.13534  0.133

Values from the calculation:
* HOMO: -11.0 eV
* E_tot: -4776.17385 Ha
* molar mass: 771.1 g mol⁻¹
* total charge: +1
* Kohn-Sham gap: 0.2989 Ha
* energy above the lowest of the compared OMol25 structures with the same formula, charge and spin: 0.0 kcal per mole
* LUMO energy: -2.83 eV